Here is 3 unconnected molecules or ions with the total composition C8H22BNO10S2 from OMol25. Energies are from the ωB97M-V functional and the def2-TZVPD basis.

Values from the calculation:
HOMO energy   -10.282 eV
LUMO level   0.3 eV
SMILES   CCOS(C)(=O)=O.CCOS(C)(=O)=O.COB(O)NC(=O)O
Relative energy (zero: lowest compared OMol25 entry of this formula, charge and spin)   0.0 kcal/mol
Frontier orbital gap   10.6 eV
Total energy   -1946.5114 a.u.

Element x y z (Å)
C1 2.37012 3.92489 1.82367
C2 2.38726 3.00971 3.02968
O1 1.47779 1.89080 2.89519
S1 1.94287 0.68221 1.97685
C3 0.74148 -0.48608 2.49245
O2 3.25060 0.27181 2.38687
O3 1.69965 1.01849 0.60554
H1 2.78513 3.43514 0.94461
H2 2.96270 4.81496 2.03555
H3 1.34994 4.22858 1.58948
H4 3.38803 2.62854 3.23485
H5 2.03869 3.52984 3.91898
H6 0.89167 -0.71333 3.54375
H7 0.88172 -1.37791 1.88494
H8 -0.24563 -0.06475 2.31310
C4 -2.10353 2.74317 -0.94923
C5 -2.88880 2.64051 0.34046
O4 -3.96629 1.67021 0.26839
S2 -3.56795 0.14083 0.37168
C6 -5.17464 -0.50234 0.67038
O5 -2.74836 -0.03299 1.53434
O6 -3.09547 -0.32077 -0.89537
H9 -1.53601 1.83498 -1.14459
H10 -1.40422 3.57643 -0.88058
H11 -2.77284 2.91207 -1.79231
H12 -2.24587 2.39034 1.18509
H13 -3.39279 3.57660 0.56913
H14 -5.53335 -0.12156 1.62189
H15 -5.07545 -1.58487 0.70090
H16 -5.82482 -0.20309 -0.14671
C7 0.81475 -1.51182 -1.98156
O7 0.45272 -2.82484 -1.53867
B1 0.91183 -3.84643 -2.35966
O8 0.16319 -4.29811 -3.40748
N1 2.20291 -4.45621 -2.09687
C8 3.06492 -4.73367 -3.17207
O9 2.91448 -5.61838 -3.96053
O10 4.17305 -3.91867 -3.18373
H17 1.85537 -1.48811 -2.33252
H18 0.74169 -0.84296 -1.12928
H19 0.16893 -1.17208 -2.79620
H20 -0.67914 -3.82763 -3.42618
H21 2.69272 -3.96738 -1.35760
H22 3.93095 -3.00612 -3.38664

The net atomic charges from natural (NBO), expressed in e, are:
1. C -0.640
2. C -0.077
3. O -0.724
4. S 2.388
5. C -0.895
6. O -0.941
7. O -0.952
8. H 0.229
9. H 0.219
10. H 0.213
11. H 0.203
12. H 0.195
13. H 0.251
14. H 0.257
15. H 0.274
16. C -0.641
17. C -0.077
18. O -0.724
19. S 2.392
20. C -0.887
21. O -0.958
22. O -0.935
23. H 0.230
24. H 0.220
25. H 0.217
26. H 0.201
27. H 0.197
28. H 0.253
29. H 0.256
30. H 0.256
31. C -0.245
32. O -0.745
33. B 1.205
34. O -0.871
35. N -0.911
36. C 0.895
37. O -0.532
38. O -0.726
39. H 0.153
40. H 0.212
41. H 0.176
42. H 0.497
43. H 0.404
44. H 0.490